Entry 1:
{
  "formula": "C11H26ClI2N2P2Tc",
  "method": "the ωB97M-V functional and the def2-TZVPD basis",
  "elements": ["I", "I", "Tc", "P", "C", "C", "H", "H", "H", "H", "H", "H", "C", "H", "H", "H", "P", "C", "C", "H", "H", "H", "C", "H", "H", "H", "H", "H", "H", "Cl", "C", "C", "C", "C", "N", "N", "C", "H", "H", "H", "H", "H", "H", "H", "H"],
  "coordinates": [[-0.67692, -0.92885, -2.66852], [-2.71186, 0.44715, 0.16310], [0.66967, 1.33977, -0.04720], [0.90891, 3.36488, -0.28587], [2.22504, 3.59942, 0.94350], [1.27073, 3.71550, -2.08072], [1.71959, 4.72834, -2.08272], [-0.38260, 5.39485, 0.12335], [0.30741, 3.64740, -2.62564], [-1.42106, 4.08005, -0.79927], [3.11171, 3.13596, 0.47205], [1.95527, 2.93305, -2.46015], [-0.72084, 4.32370, 0.05902], [2.27081, 4.68403, 1.12403], [-1.16374, 3.94566, 1.01466], [1.85931, 3.00705, 1.81189], [-2.15342, -1.47984, -1.24456], [-1.43729, -2.94627, -0.50053], [-4.03671, -1.74885, -0.94232], [-3.37060, -1.34012, -3.43822], [-3.67133, -2.95636, -2.76843], [-2.14256, -2.67262, -3.63700], [-2.89564, -2.20992, -2.94450], [-4.49827, -0.89841, -1.45491], [-4.44426, -2.63895, -1.39313], [-2.00461, -3.74505, -1.00576], [-1.64791, -2.92040, 0.57581], [-4.26952, -1.74196, 0.12266], [-0.35338, -3.05727, -0.67020], [-1.21928, 2.20535, -1.76118], [0.99018, -2.64630, 4.04437], [1.45963, -1.92109, 2.77920], [2.63500, -2.02772, 2.01240], [2.42751, -1.05154, 0.91792], [1.29499, -0.39229, 1.12563], [0.63799, -1.05205, 2.09978], [3.16466, -0.65925, -0.28599], [1.30731, -3.69792, 3.87881], [1.61394, -2.23032, 4.81943], [-0.07523, -2.56493, 4.29057], [3.55659, -2.70115, 2.08887], [-0.25209, -0.54040, 2.38872], [3.82791, 0.25907, -0.07301], [3.84774, -1.53429, -0.49409], [2.48717, -0.50711, -1.19186]],
  "lowdin_spin": [-0.2064, 0.5009, 2.3862, -0.0235, 0.0140, 0.0105, -0.0007, -0.0017, 0.0035, -0.0003, 0.0016, 0.0028, 0.0007, 0.0007, 0.0019, 0.0022, 0.0223, -0.0014, 0.0877, 0.0010, -0.0072, -0.0009, -0.0111, 0.0021, 0.0089, -0.0009, 0.0005, 0.0042, -0.0001, 0.1506, 0.0004, 0.0039, 0.0013, 0.0087, 0.0033, 0.0030, 0.0176, 0.0001, 0.0002, 0.0000, 0.0001, 0.0012, 0.0019, 0.0025, 0.0078],
  "multiplicity": 4,
  "e_above_lowest_kcal_mol": 190.6,
  "charge": 3,
  "orbital_gap_ev": [4.24, 4.78],
  "s_squared": 4.101,
  "lumo_energy_ev": [-13.550, -13.289]
}


Entry 2:
{
  "formula": "C24H16Cl2N6O2OsS",
  "method": "the ωB97M-V functional and the def2-TZVPD basis",
  "elements": ["Os", "Cl", "C", "C", "C", "N", "C", "O", "C", "C", "C", "C", "C", "N", "C", "C", "C", "Cl", "N", "C", "O", "C", "C", "C", "C", "C", "N", "H", "H", "H", "H", "H", "H", "H", "H", "H", "H", "N", "C", "S", "C", "C", "C", "N", "C", "C", "H", "H", "H", "H", "H", "H"],
  "coordinates": [[-0.07374, 0.29398, 0.01298], [5.35157, -3.46296, -1.69259], [3.95544, -2.87916, -0.87361], [3.34834, -1.72398, -1.34941], [2.22348, -1.23723, -0.71074], [1.49945, -0.06227, -1.09433], [1.85869, 0.83386, -2.06833], [2.78161, 0.76590, -2.84399], [0.90625, 2.02243, -2.11671], [1.07998, 3.00381, -3.06907], [0.20191, 4.07720, -3.08980], [-0.82097, 4.13395, -2.15395], [-0.93009, 3.11707, -1.22639], [-0.09015, 2.07311, -1.20512], [1.70277, -1.90025, 0.40900], [2.31217, -3.04703, 0.88257], [3.44040, -3.53648, 0.23636], [4.17431, -4.96714, 0.84770], [0.54373, -1.28623, 0.97574], [-0.08544, -1.65214, 2.14061], [0.17055, -2.58066, 2.86447], [-1.24084, -0.71541, 2.46841], [-1.99263, -0.92770, 3.60343], [-3.03128, -0.05643, 3.89108], [-3.28538, 1.00288, 3.02950], [-2.49202, 1.15569, 1.91225], [-1.48565, 0.31443, 1.62465], [3.76501, -1.21632, -2.20450], [1.90970, 2.90964, -3.75642], [0.32114, 4.86730, -3.81934], [-1.51371, 4.96286, -2.12345], [-1.68947, 3.13725, -0.45780], [1.92651, -3.56351, 1.74691], [-1.73782, -1.76675, 4.23639], [-3.63256, -0.19647, 4.77959], [-4.07853, 1.71047, 3.22452], [-2.64248, 1.97532, 1.22385], [-4.05950, -1.00419, -6.15706], [-4.36359, -1.34348, -4.93764], [-5.83377, -2.12492, -4.58895], [-3.40702, -1.09608, -3.82592], [-3.86118, -1.00982, -2.51472], [-2.93178, -0.81585, -1.50433], [-1.62521, -0.70792, -1.74375], [-1.19191, -0.79281, -3.00182], [-2.04419, -0.98716, -4.07622], [-4.66089, -1.20954, -6.94593], [-3.20336, -0.50491, -6.36089], [-4.91106, -1.07600, -2.25882], [-3.24495, -0.76649, -0.46853], [-0.11915, -0.74877, -3.14990], [-1.60788, -1.10945, -5.05922]],
  "lowdin_spin": [2.2459, 0.0034, 0.0112, 0.0071, 0.0139, 0.1085, 0.0304, 0.0698, 0.0170, -0.0031, 0.0156, -0.0018, 0.0130, 0.0167, 0.0127, 0.0091, 0.0091, 0.0025, 0.1239, 0.0308, 0.0712, 0.0213, -0.0037, 0.0183, -0.0019, 0.0137, 0.0184, 0.0003, -0.0004, 0.0008, -0.0003, 0.0001, 0.0005, -0.0004, 0.0009, -0.0004, 0.0001, 0.0109, 0.0873, 0.8299, 0.0273, 0.0231, 0.0141, 0.0978, 0.0115, 0.0037, 0.0058, 0.0016, 0.0099, 0.0014, 0.0009, 0.0006],
  "multiplicity": 5,
  "e_above_lowest_kcal_mol": 10.0,
  "charge": 2,
  "orbital_gap_ev": [4.48, 2.48],
  "s_squared": 6.021,
  "lumo_energy_ev": [-7.920, -10.159]
}